One molecule with the formula C19H26O3 at a distorted geometry. Source: the OMol25 dataset; level of theory: wB97M-V/def2-TZVPD.

Calculated values
Charge: 0
SMILES: C=C[C@H]1CC[C@]23C[C@@H]4[C@H](C)C(=O)[C@H]5O[C@]54[C@@]2(C)C[C@H](O)[C@]13C
Frontier orbital gap: 9.861 eV
ΔE to the lowest compared entry with this formula, charge and spin: 106.5 kJ/mol
Lowest unoccupied orbital energy: 0.595 eV
F_max: 3.2 eV/Å
Highest occupied orbital energy: -0.341 Ha
Spin multiplicity: 1

Element x y z (Å)
C1 3.102 3.748 0.214
C2 1.804 3.442 0.522
C3 1.421 2.007 0.827
C4 0.613 1.929 2.097
C5 0.007 0.555 2.065
C6 -0.067 0.108 0.570
C7 -1.539 -0.229 0.213
C8 -1.513 -1.098 -1.040
C9 -2.679 -2.075 -1.307
C10 -4.059 -1.663 -0.724
C11 -2.191 -3.389 -0.751
O1 -2.895 -4.383 -0.688
C12 -0.694 -3.409 -0.516
O2 0.159 -2.922 -1.594
C13 -0.259 -1.903 -0.717
C14 0.747 -1.188 0.204
C15 1.291 -2.033 1.354
C16 1.946 -0.752 -0.611
C17 1.494 0.535 -1.291
O3 2.644 1.296 -1.671
C18 0.614 1.246 -0.211
C19 -0.388 2.198 -0.923
H1 3.442 4.775 0.045
H2 3.853 2.959 0.155
H3 1.073 4.243 0.689
H4 2.354 1.478 0.977
H5 1.180 2.102 3.040
H6 -0.222 2.649 2.038
H7 -1.020 0.619 2.458
H8 0.616 -0.083 2.725
H9 -1.918 -0.856 1.049
H10 -2.232 0.635 0.137
H11 -1.296 -0.446 -1.881
H12 -2.739 -2.178 -2.387
H13 -4.537 -0.859 -1.242
H14 -4.771 -2.518 -0.695
H15 -3.941 -1.346 0.304
H16 -0.248 -4.144 0.187
H17 1.778 -2.942 0.956
H18 2.069 -1.524 1.898
H19 0.474 -2.331 2.051
H20 2.233 -1.509 -1.318
H21 2.813 -0.639 0.060
H22 0.950 0.317 -2.191
H23 2.423 2.248 -1.751
H24 -1.026 2.766 -0.231
H25 0.165 2.928 -1.508
H26 -1.031 1.637 -1.589